No. 1
This record from the Open Molecules 2025 dataset describes the molecule C9H12N4S in a non-equilibrium geometry. The level of theory is the ωB97M-V functional and the def2-TZVPD basis.

Its HOMO energy (alpha / beta) is -7.44 / -7.44 eV. The calculation puts the energy at -26319.4767 eV. As for the gap between HOMO and LUMO (alpha / beta): 8.01 / 8.01 eV. For the energy above the lowest of the compared OMol25 structures with the same formula, charge and spin, the calculation gives 0.263 eV.

The geometry in XYZ format:
```
26
C9H12N4S, DFT the ωB97M-V functional and the def2-TZVPD basis
C -2.163 -2.770 -1.533
C -1.822 -1.697 -2.339
C -1.594 -2.883 -0.274
C -0.947 -0.729 -1.888
C -0.714 -1.928 0.186
C -0.388 -0.821 -0.607
C 3.283 1.020 1.130
C -0.646 2.076 -0.749
C 1.046 1.261 2.838
N 2.712 1.518 0.135
N 1.524 2.065 -0.043
N 0.549 0.046 -0.111
N 0.527 1.317 -0.322
S 2.786 0.723 2.795
H -2.852 -3.520 -1.891
H -2.239 -1.611 -3.332
H -1.841 -3.726 0.355
H -0.654 0.075 -2.547
H -0.262 -2.014 1.163
H 4.313 0.720 1.003
H -1.547 1.521 -0.495
H -0.625 3.035 -0.236
H -0.613 2.255 -1.823
H 0.457 0.592 2.213
H 0.981 2.292 2.502
H 0.726 1.184 3.872
```

Mulliken population analysis, charges in e, atoms 1 to 4: C -0.46; C -0.60; C -0.51; C 0.06

No. 2
This record from the Open Molecules 2025 dataset describes a 3-piece molecular cluster, C2H11NO3 overall in a non-equilibrium geometry. The level of theory is the ωB97M-V functional and the def2-TZVPD basis.

Its HOMO energy is -8.30 eV. The SMILES is CNCO.O.O. The calculation puts the energy at -9883.8499 eV. As for the gap between HOMO and LUMO: 8.85 eV. For the energy above the lowest of the compared OMol25 structures with the same formula, charge and spin, the calculation gives 1.350 eV.

The geometry in XYZ format:
```
17
C2H11NO3, DFT the ωB97M-V functional and the def2-TZVPD basis
C -1.965 -0.904 1.304
N -1.922 0.249 0.277
C -0.848 1.099 -0.001
O 0.422 0.825 0.609
H -1.808 -1.824 0.765
H -1.175 -0.642 1.960
H -2.961 -0.816 1.859
H -2.436 -0.166 -0.498
H -1.081 2.137 0.364
H -0.738 1.210 -1.044
H 0.646 -0.074 0.345
H 1.764 -2.499 -0.856
H 1.810 -1.057 -1.380
O 1.339 -1.581 -0.709
H 3.593 1.588 -1.417
H 2.292 1.474 -0.697
O 3.070 0.981 -0.880
```

Mulliken population analysis, charges in e, atoms 1 to 4: C -0.77; N -0.33; C -0.33; O -0.46

No. 3
This record from the Open Molecules 2025 dataset describes C66H78CsN8O5P2SSi as an isolated structure in a non-equilibrium geometry. The level of theory is the ωB97M-V functional and the def2-TZVPD basis.

The charge is -1. Its HOMO energy is -4.79 eV. The calculation puts the energy at -129711.3486 eV. As for the gap between HOMO and LUMO: 6.63 eV. For the energy above the lowest of the compared OMol25 structures with the same formula, charge and spin, the calculation gives 3.051 eV.

The geometry in XYZ format:
```
162
C66H78CsN8O5P2SSi, DFT the ωB97M-V functional and the def2-TZVPD basis
Cs -0.516 0.665 -0.106
C -3.501 3.151 1.000
C -3.217 1.662 1.089
O -2.996 1.029 0.061
C -3.226 1.063 2.417
C -4.058 1.571 3.425
C -4.155 0.982 4.665
C -3.425 -0.193 4.908
C -2.596 -0.715 3.953
C -2.375 -0.073 2.684
O -1.479 -0.464 1.884
H -2.908 3.570 0.188
H -3.278 3.664 1.933
H -4.553 3.304 0.748
H -4.694 2.421 3.200
H -4.812 1.390 5.422
H -3.533 -0.702 5.861
H -2.090 -1.659 4.105
N 1.529 -2.471 -2.721
P 0.532 -1.032 -2.769
C -0.730 -1.590 -3.990
C -0.943 -2.889 -4.226
C -1.914 -3.369 -5.208
C -2.657 -2.527 -5.924
C -2.618 -1.058 -5.673
C -1.502 -0.529 -4.723
C 1.663 -0.187 -3.968
C 1.826 -0.645 -5.275
C 2.702 -0.008 -6.143
C 3.434 1.088 -5.708
C 3.291 1.540 -4.405
C 2.412 0.905 -3.540
C 1.897 -3.182 -1.612
C 2.931 -4.134 -1.694
C 3.349 -4.768 -0.548
C 2.752 -4.451 0.670
C 1.718 -3.536 0.653
N 1.279 -2.931 -0.454
H 2.030 -2.709 -3.563
H -0.380 -3.641 -3.693
H -1.999 -4.441 -5.345
H -3.350 -2.888 -6.677
H -2.671 -0.499 -6.608
H -0.797 0.162 -5.195
H 1.261 -1.503 -5.624
H 2.792 -0.355 -7.166
H 4.098 1.603 -6.393
H 3.840 2.413 -4.075
H 2.263 1.272 -2.533
H 3.384 -4.351 -2.654
H 4.143 -5.504 -0.594
H 3.066 -4.914 1.594
H 1.180 -3.284 1.561
C -6.060 -0.656 0.590
C -5.956 -2.095 1.093
C -4.582 -2.418 1.679
N -3.623 -2.638 0.613
C -2.530 -3.387 0.748
S -2.033 -4.068 2.170
N -1.870 -3.710 -0.458
C -2.403 -4.484 -1.457
O -1.694 -4.984 -2.310
C -3.891 -4.708 -1.476
C -4.616 -4.217 -2.555
C -5.989 -4.408 -2.612
C -6.635 -5.113 -1.607
C -5.905 -5.633 -0.546
C -4.535 -5.433 -0.479
H -7.044 -0.466 0.158
H -5.308 -0.435 -0.170
H -5.903 0.039 1.416
H -6.165 -2.793 0.277
H -6.705 -2.261 1.871
H -4.611 -3.329 2.278
H -4.254 -1.613 2.331
H -3.702 -2.055 -0.209
H -0.857 -3.583 -0.475
H -4.099 -3.679 -3.341
H -6.556 -4.004 -3.442
H -7.707 -5.258 -1.646
H -6.405 -6.183 0.241
H -3.965 -5.828 0.353
N 2.984 3.148 -0.163
H 2.364 3.568 -0.850
H 2.456 3.075 0.699
H 3.117 2.190 -0.469
O 1.408 0.679 1.514
P 1.937 1.185 2.791
N 1.966 -0.019 3.949
C 1.114 -1.217 3.880
C 0.491 -1.285 5.270
C 1.625 -0.808 6.175
C 2.303 0.287 5.342
N 1.114 2.535 3.314
C -0.342 2.330 3.382
C -0.884 3.699 3.757
C 0.193 4.218 4.715
C 1.507 3.702 4.109
N 3.530 1.669 2.636
C 4.353 0.619 2.004
C 5.767 1.169 2.112
C 5.749 1.820 3.496
C 4.351 2.443 3.575
H 1.737 -2.104 3.702
H 0.383 -1.139 3.076
H 0.134 -2.286 5.515
H -0.345 -0.591 5.329
H 2.323 -1.626 6.366
H 1.271 -0.427 7.133
H 3.388 0.280 5.494
H 1.932 1.280 5.625
H -0.614 1.595 4.153
H -0.714 1.958 2.430
H -1.869 3.632 4.217
H -0.941 4.338 2.873
H 0.041 3.788 5.708
H 0.192 5.303 4.808
H 2.228 3.467 4.893
H 1.958 4.460 3.461
H 4.025 0.454 0.978
H 4.266 -0.335 2.543
H 5.930 1.925 1.342
H 6.523 0.391 2.018
H 6.533 2.565 3.632
H 5.865 1.055 4.267
H 4.380 3.488 3.252
H 3.971 2.415 4.598
O -0.244 1.694 -2.397
Si -1.151 2.635 -3.262
C -2.499 1.706 -4.227
C -3.373 2.274 -5.068
C -4.570 1.586 -5.553
C -4.781 0.293 -5.296
C -3.702 -0.532 -4.676
C -2.583 0.243 -3.915
C -0.317 3.669 -4.648
C -0.485 5.047 -4.807
C 0.075 5.735 -5.877
C 0.834 5.055 -6.818
C 1.019 3.686 -6.683
C 0.442 3.010 -5.618
C -2.159 3.954 -2.293
C -3.555 3.985 -2.276
C -4.259 5.025 -1.681
C -3.576 6.070 -1.076
C -2.189 6.047 -1.044
C -1.499 5.001 -1.642
H -3.267 3.326 -5.318
H -5.323 2.179 -6.061
H -5.711 -0.198 -5.562
H -4.116 -1.351 -4.085
H -2.525 0.090 -2.835
H -1.082 5.597 -4.092
H -0.087 6.802 -5.978
H 1.267 5.585 -7.658
H 1.613 3.144 -7.410
H 0.578 1.936 -5.539
H -4.109 3.181 -2.742
H -5.343 5.023 -1.695
H -4.118 6.891 -0.621
H -1.648 6.858 -0.569
H -0.413 5.003 -1.619
```

Mulliken population analysis, charges in e, atoms 1 to 4: Cs 1.30; C 0.08; C -0.76; O -0.32

No. 4
This record from the Open Molecules 2025 dataset describes the molecule C5H10N2O in a non-equilibrium geometry. The level of theory is the ωB97M-V functional and the def2-TZVPD basis.

Its HOMO energy is -7.97 eV. The SMILES is C=C(C)/C(=N\N)OC. The calculation puts the energy at -10369.7136 eV. As for the gap between HOMO and LUMO: 8.95 eV. For the energy above the lowest of the compared OMol25 structures with the same formula, charge and spin, the calculation gives 5.592 eV.

The geometry in XYZ format:
```
18
C5H10N2O, DFT the ωB97M-V functional and the def2-TZVPD basis
C 1.859 -0.344 -1.944
C 0.219 -0.128 -0.269
C -0.891 0.691 0.296
C -0.255 1.430 1.491
C -2.061 0.663 -0.207
H 1.786 -1.399 -2.138
H 1.875 0.314 -2.837
H 2.684 -0.277 -1.249
H -1.273 -1.982 0.761
H 0.060 -2.734 1.833
H 0.790 0.819 1.987
H 0.347 2.343 1.068
H -1.024 1.519 2.396
H -2.212 0.463 -1.362
H -2.802 1.414 0.129
N 0.601 -1.214 0.338
N -0.327 -1.778 1.244
O 0.626 0.201 -1.536
```

Mulliken population analysis, charges in e, atoms 1 to 4: C -0.69; C 0.36; C 0.58; C -1.04

No. 5
This record from the Open Molecules 2025 dataset describes C28H40AuO6SSe as an isolated structure in a non-equilibrium geometry. The level of theory is the ωB97M-V functional and the def2-TZVPD basis.

The charge is -1. As for the spin multiplicity: 3. Its HOMO energy (alpha / beta) is -4.68 / -5.06 eV. The calculation puts the energy at -121844.0961 eV. Its expectation value of S² is 2.04. As for the gap between HOMO and LUMO (alpha / beta): 6.68 / 4.65 eV. For the energy above the lowest of the compared OMol25 structures with the same formula, charge and spin, the calculation gives 1.672 eV.

The geometry in XYZ format:
```
77
C28H40AuO6SSe, DFT the ωB97M-V functional and the def2-TZVPD basis
Au 2.269 -1.685 -0.014
C -0.450 5.616 -1.181
C 0.299 5.483 0.154
C 1.392 6.553 0.215
C -0.677 5.730 1.317
C 0.862 4.075 0.272
C -0.008 2.995 0.379
C 0.454 1.705 0.538
Se -0.933 0.556 1.205
C -1.448 -1.042 0.277
C -2.766 -0.970 -0.165
C -3.455 -2.110 -0.514
C -2.784 -3.325 -0.333
C -1.497 -3.458 0.152
C -0.743 -2.263 0.447
O 0.464 -2.253 0.937
C -0.939 -4.871 0.374
C 0.084 -5.191 -0.720
C -0.304 -5.028 1.765
C -2.047 -5.931 0.281
C -4.920 -2.098 -0.946
C -5.417 -0.681 -1.248
C -5.769 -2.681 0.196
C -5.122 -2.943 -2.211
C 1.871 1.420 0.651
O 2.256 0.271 0.991
C 2.782 2.561 0.499
C 2.241 3.808 0.308
C 4.304 2.425 0.536
C 4.991 3.797 0.560
C 4.765 1.714 -0.744
C 4.786 1.665 1.785
H -0.888 6.612 -1.274
H -1.250 4.879 -1.255
H 0.235 5.460 -2.017
H 0.937 7.541 0.137
H 2.102 6.444 -0.607
H 1.937 6.502 1.159
H -1.045 6.758 1.287
H -0.179 5.567 2.274
H -1.537 5.063 1.271
H -1.080 3.136 0.343
H -3.224 0.009 -0.213
H -3.332 -4.227 -0.570
H 0.952 -4.550 -0.659
H -0.371 -5.072 -1.707
H 0.429 -6.224 -0.618
H 0.535 -4.355 1.894
H 0.056 -6.053 1.885
H -1.043 -4.824 2.545
H -2.460 -5.998 -0.728
H -2.856 -5.731 0.989
H -1.615 -6.902 0.525
H -5.406 -0.054 -0.355
H -6.444 -0.724 -1.616
H -4.798 -0.211 -2.014
H -5.620 -2.103 1.110
H -5.484 -3.714 0.402
H -6.831 -2.657 -0.065
H -4.537 -2.531 -3.036
H -6.176 -2.946 -2.502
H -4.814 -3.977 -2.058
H 2.919 4.639 0.188
H 4.793 4.366 -0.351
H 6.067 3.637 0.619
H 4.690 4.389 1.429
H 4.359 2.218 -1.625
H 4.463 0.675 -0.764
H 5.855 1.735 -0.807
H 4.459 2.179 2.693
H 5.877 1.622 1.784
H 4.411 0.649 1.802
O 5.068 -3.627 0.055
S 4.348 -3.066 -1.064
O 4.909 -3.362 -2.359
O 4.185 -1.542 -0.883
O 2.862 -3.474 -1.007
```

Mulliken population analysis, charges in e, atoms 1 to 4: Au 1.16; C -1.62; C 2.18; C -2.09

No. 6
This record from the Open Molecules 2025 dataset describes a 2-piece molecular cluster, C4H10N2O2 overall in a non-equilibrium geometry. The level of theory is the ωB97M-V functional and the def2-TZVPD basis.

The charge is -1. As for the spin multiplicity: 2. Its HOMO energy (alpha / beta) is -3.22 / -3.02 eV. The calculation puts the energy at -11383.1102 eV. Its expectation value of S² is 0.76. As for the gap between HOMO and LUMO (alpha / beta): 6.95 / 5.91 eV. For the energy above the lowest of the compared OMol25 structures with the same formula, charge and spin, the calculation gives 2.684 eV.

The geometry in XYZ format:
```
18
C4H10N2O2, DFT the ωB97M-V functional and the def2-TZVPD basis
C 0.918 0.282 1.333
O 1.825 -0.459 1.954
C 0.465 -0.449 -0.049
C -0.624 0.192 -0.775
C -1.759 -0.642 -1.178
N -2.876 0.131 -1.649
O -1.808 -1.854 -1.290
N 1.687 -0.595 -0.794
H 0.002 0.445 1.931
H 1.278 1.274 0.960
H 1.591 -1.251 -1.551
H 0.079 -1.376 0.380
H -0.472 0.960 -1.529
H 1.869 1.589 3.318
H -2.664 0.754 -2.416
H -3.649 -0.490 -1.836
H 2.430 -0.833 -0.145
H 1.708 2.322 3.337
```

Mulliken population analysis, charges in e, atoms 1 to 4: C -0.77; O -0.81; C 0.93; C -0.90